a:
DFT (wB97M-V/def2-TZVPD) results for a single C2H2ClF molecule.

Each line ends with the Löwdin charge.
Element x y z (Å)
1 Cl 1.269 -0.089 0.017  0.6672
2 F -0.897 1.251 -0.024  -0.0168
3 C -0.471 -0.039 -0.020  -0.8053
4 C -1.258 -1.115 -0.047  -0.0057
5 H -2.245 -0.757 0.508  0.1281
6 H -0.871 -2.069 -0.176  0.0325

The calculation puts the molar mass at 80.489 u. As for the frontier orbital gap: 10.7945 eV. Its SMILES is C=C(F)Cl. The LUMO energy is 0.88 eV. The HOMO energy is -9.9 eV. The total charge is 0. As for the spin multiplicity: 1.

=====

b:
DFT (wB97M-V/def2-TZVPD) results for a molecular structure, C2H2ClF.

Each line ends with the Löwdin charge.
Element x y z (Å)
1 Cl -1.705 1.411 0.024  0.6679
2 F -0.984 -1.706 -0.150  -0.2669
3 C 0.988 0.524 -0.142  -0.0007
4 C -0.070 0.864 -0.028  -0.6707
5 H -0.198 -1.114 0.437  0.1862
6 H 1.968 0.021 -0.140  0.0842

The calculation puts the molar mass at 80.489 u. As for the frontier orbital gap: 11.7803 eV. The LUMO energy is 0.56 eV. The HOMO energy is -11.2 eV. The total charge is 0. As for the spin multiplicity: 1.

=====

Which structure loses on stability? b does.

=====

a:
DFT (wB97M-V/def2-TZVPD) results for a molecular structure, C17H19ClN4O5S7SbW.

Each line ends with the Löwdin spin population.
Element x y z (Å)
1 W -1.073 -0.545 0.740  0.8704
2 Sb -0.102 -1.109 3.418  -0.0402
3 Cl -3.669 -1.039 -0.448  0.0038
4 S 0.449 -2.429 0.641  0.0769
5 S -1.327 3.046 -1.435  -0.0058
6 S -0.312 -0.316 -1.538  0.0011
7 S -0.188 -3.628 -0.951  0.0050
8 S 0.750 0.763 4.465  -0.0235
9 S 2.781 0.604 0.624  0.0022
10 S -2.363 -0.552 2.771  0.0248
11 O -4.936 -1.206 0.166  0.0004
12 O -2.589 5.255 2.741  0.0000
13 O -3.099 0.291 -0.127  0.0076
14 O -3.729 -1.253 -1.846  -0.0002
15 O -2.672 -1.976 0.169  0.0095
16 N -0.374 3.654 2.084  0.0113
17 N -3.077 2.802 -4.626  -0.0013
18 N -0.423 1.295 1.394  0.0070
19 N -1.767 -0.845 -4.792  0.0007
20 C 0.573 -2.948 -3.486  0.0012
21 C -1.598 -0.204 -3.848  0.0005
22 C -2.451 2.381 -3.757  -0.0002
23 C -2.286 4.095 3.505  0.0003
24 C 3.284 -3.318 -3.032  0.0000
25 C 1.483 -2.744 -4.512  0.0003
26 C -0.799 3.805 3.487  0.0016
27 C -0.733 4.805 1.245  0.0024
28 C -2.222 5.074 1.377  0.0006
29 C 2.376 -3.536 -2.010  0.0016
30 C 2.470 2.029 -0.431  -0.0003
31 C -1.677 1.884 -2.633  -0.0036
32 C 1.015 -3.346 -2.229  0.0064
33 C 3.392 -0.514 -0.644  0.0014
34 C -0.412 2.427 1.618  0.0329
35 C -1.309 0.579 -2.683  0.0032
36 C 2.841 -2.924 -4.289  -0.0002
37 H 3.639 -1.454 -0.153  0.0007
38 H 3.553 -2.745 -5.086  0.0000
39 H -0.461 4.609 0.217  0.0000
40 H -2.776 4.237 0.932  0.0000
41 H -0.158 5.658 1.617  -0.0001
42 H 1.125 -2.406 -5.476  0.0000
43 H -2.827 3.228 3.103  0.0003
44 H 3.402 2.453 -0.808  -0.0001
45 H 4.284 -0.112 -1.128  0.0002
46 H -2.492 5.990 0.853  0.0001
47 H 1.952 2.778 0.168  0.0000
48 H 1.812 1.751 -1.256  -0.0004
49 H 4.344 -3.451 -2.846  0.0000
50 H -0.539 2.891 4.029  -0.0001
51 H -0.478 -2.748 -3.643  0.0001
52 H 2.615 -0.706 -1.385  0.0002
53 H 2.714 -3.835 -1.026  0.0006
54 H -0.240 4.649 3.898  0.0005
55 H -2.633 4.284 4.521  0.0000

The calculation puts the molar mass at 924.884 u. As for the frontier orbital gap (spin up / spin down): 5.8958 / 6.0695 eV. The LUMO energy (spin up / spin down) is 3.79 / 4.12 eV. As for the expectation value of S²: 0.772. The HOMO energy (spin up / spin down) is -2.1 / -1.9 eV. The total charge is -2. As for the spin multiplicity: 2.

=====

b:
DFT (wB97M-V/def2-TZVPD) results for a molecular structure, C17H19ClN4O5S7SbW.

Each line ends with the Löwdin spin population.
Element x y z (Å)
1 W -0.420 1.430 -0.366  0.8355
2 Sb -0.909 4.316 -1.978  0.0350
3 Cl -0.518 -1.778 -0.675  0.0037
4 S -2.983 1.477 -1.963  -0.0062
5 S -0.186 2.035 -2.711  0.0011
6 S 1.521 3.172 -0.158  -0.0006
7 S -2.792 4.861 -3.146  0.0234
8 S -2.510 0.407 0.802  -0.0092
9 S 0.179 1.426 2.085  -0.0001
10 S -1.695 3.382 0.159  0.0003
11 O -0.887 -0.564 -1.433  0.0021
12 O 0.556 -2.441 -1.363  0.0010
13 O 4.454 -2.925 -2.280  0.0001
14 O -0.068 -1.390 0.620  0.0158
15 O -1.638 -2.646 -0.587  0.0028
16 N 5.031 2.603 0.896  0.0134
17 N 3.129 1.254 4.316  -0.0096
18 N 3.445 -0.445 -1.402  0.0117
19 N 1.299 0.519 -0.732  0.0080
20 C 4.140 -2.722 -0.906  0.0007
21 C 3.560 -2.185 -3.109  0.0002
22 C -4.169 -0.404 4.353  -0.0001
23 C 3.688 -0.693 -2.826  0.0039
24 C -2.677 -0.157 2.464  -0.0001
25 C -3.153 0.102 -3.121  -0.0005
26 C -2.000 -1.418 4.409  0.0001
27 C -3.224 -1.174 5.018  0.0005
28 C 2.565 1.520 3.345  -0.0027
29 C 1.865 1.828 2.166  -0.0128
30 C -1.723 -0.920 3.145  0.0005
31 C 2.307 0.004 -0.951  0.0480
32 C 4.309 -1.253 -0.537  0.0037
33 C -4.676 1.506 -1.327  -0.0011
34 C 3.882 2.554 1.010  0.0044
35 C 2.485 2.459 1.101  0.0260
36 C -3.897 0.104 3.094  0.0000
37 H 3.832 -2.410 -4.140  0.0000
38 H -3.305 -0.829 -2.574  -0.0002
39 H -1.253 -2.012 4.922  0.0000
40 H -3.431 -1.577 6.003  0.0000
41 H 5.342 -0.942 -0.712  0.0001
42 H -3.984 0.312 -3.795  -0.0002
43 H -5.126 -0.199 4.821  0.0000
44 H -2.217 0.058 -3.672  0.0000
45 H 3.104 -3.025 -0.716  0.0001
46 H 4.710 -0.370 -3.039  0.0007
47 H 4.821 -3.349 -0.331  0.0002
48 H -5.351 1.683 -2.163  -0.0003
49 H 4.055 -1.071 0.506  0.0004
50 H -4.899 0.574 -0.805  -0.0005
51 H -0.773 -1.124 2.681  0.0002
52 H 2.985 -0.112 -3.421  0.0007
53 H 2.533 -2.501 -2.916  0.0001
54 H -4.626 0.712 2.572  0.0000
55 H -4.711 2.341 -0.631  -0.0001

The calculation puts the molar mass at 924.884 u. As for the frontier orbital gap (spin up / spin down): 5.4714 / 5.5833 eV. The LUMO energy (spin up / spin down) is 3.95 / 4.01 eV. As for the expectation value of S²: 0.772. The HOMO energy (spin up / spin down) is -1.5 / -1.6 eV. The total charge is -2. As for the spin multiplicity: 2.

=====

Which structure loses on stability? b does.